# C46H55MnN3P2S4

C46H55MnN3P2S4 as an isolated structure (ωB97M-V with the def2-TZVPD basis set, the OMol25 dataset).

```
111
Properties=species:S:1:pos:R:3
Mn 0.290 -0.640 -0.623
C -0.193 -1.771 6.973
S -1.072 -3.272 6.511
C -1.306 -2.965 4.747
C -0.045 -3.137 3.908
C -0.314 -2.986 2.417
N -0.654 -1.590 2.063
P -1.616 -1.292 0.648
C -2.757 -2.675 0.460
C -2.886 -3.317 -0.765
C -3.817 -4.336 -0.917
C -4.603 -4.720 0.155
C -4.473 -4.085 1.384
C -3.560 -3.061 1.539
C -2.717 0.046 1.179
C -3.019 0.267 2.516
C -3.918 1.259 2.871
C -4.530 2.026 1.893
C -4.257 1.786 0.554
C -3.355 0.797 0.202
P 0.628 -0.442 1.750
C 0.157 0.991 2.733
C 0.087 2.247 2.150
C -0.306 3.346 2.900
C -0.623 3.187 4.238
C -0.548 1.932 4.831
C -0.165 0.837 4.081
C 2.169 -1.056 2.456
C 2.739 -0.476 3.586
C 3.915 -0.984 4.113
C 4.531 -2.075 3.519
C 3.983 -2.643 2.377
C 2.819 -2.126 1.842
H 0.011 -1.826 8.039
H -0.809 -0.890 6.792
H 0.760 -1.674 6.457
H -1.713 -1.960 4.624
H -2.078 -3.658 4.411
H 0.391 -4.120 4.101
H 0.708 -2.408 4.217
H -1.177 -3.598 2.140
H 0.532 -3.350 1.823
H -2.251 -3.035 -1.592
H -3.919 -4.835 -1.868
H -5.323 -5.516 0.038
H -5.092 -4.386 2.216
H -3.477 -2.553 2.492
H -2.547 -0.331 3.279
H -4.145 1.428 3.912
H -5.232 2.796 2.172
H -4.757 2.358 -0.211
H -3.191 0.581 -0.844
H 0.328 2.368 1.100
H -0.367 4.322 2.442
H -0.927 4.040 4.824
H -0.794 1.813 5.875
H -0.125 -0.140 4.540
H 2.277 0.378 4.064
H 4.346 -0.526 4.989
H 5.442 -2.475 3.938
H 4.468 -3.481 1.901
H 2.420 -2.565 0.926
C -2.315 -1.433 -4.307
C -1.476 -0.748 -3.274
S -0.122 -1.628 -2.619
C -1.760 0.525 -2.900
C -2.965 1.315 -3.286
S -0.653 1.057 -1.658
H -2.213 -2.514 -4.247
H -1.997 -1.121 -5.304
H -3.363 -1.165 -4.202
H -3.873 0.772 -3.017
H -2.994 1.505 -4.357
H -2.992 2.272 -2.773
C 2.963 -2.997 -2.452
N 3.242 -1.726 -3.065
C 3.671 -1.640 -4.461
C 4.028 -0.152 -4.621
N 3.407 0.421 -3.438
C 3.052 -0.521 -2.566
S 2.541 -0.116 -0.966
H 2.125 -3.484 -2.953
H 2.721 -2.836 -1.396
H 3.849 -3.630 -2.523
H 2.851 -1.954 -5.112
H 4.525 -2.298 -4.629
H 3.613 0.284 -5.530
H 5.108 0.018 -4.602
H 3.424 1.399 -3.191
C -0.682 3.246 -4.190
C 0.136 3.544 -2.946
C -0.388 4.835 -2.295
C 0.101 2.468 -1.900
C 1.642 3.691 -3.257
C 2.142 3.498 -4.540
C 3.493 3.678 -4.809
C 4.369 4.020 -3.795
C 3.884 4.200 -2.508
C 2.535 4.044 -2.247
H -1.741 3.335 -3.979
H -0.484 2.259 -4.602
H -0.454 3.990 -4.950
H -1.445 4.739 -2.062
H -0.259 5.656 -2.995
H 0.148 5.083 -1.383
H 0.758 2.646 -1.055
H 1.490 3.222 -5.352
H 3.854 3.556 -5.819
H 5.418 4.163 -4.005
H 4.554 4.479 -1.711
H 2.189 4.218 -1.240
```

For the highest occupied orbital energy (spin up / spin down), the calculation gives -12.119 / -12.118 eV. Its spin multiplicity is 2. The energy relative to the best compared isomer or geometry (same formula, charge and spin) comes out at 0.000 eV. As for the net charge: +2.